Formula: C20H33Cl2CoN4O3S
Source: OMol25
Level of theory: the ωB97M-V functional and the def2-TZVPD basis

```
! wB97M-V def2-TZVPD RIJCOSX def2/J DEFGRID3
* xyz -1 4
Co -0.55 -0.21 -1.43
Cl -1.28 1.88 -1.09
Cl 0.52 -2.16 -1.56
S -1.97 -0.65 0.21
O -1.00 -0.24 -3.26
O 1.45 -0.87 2.39
O -0.58 1.13 2.97
N -1.77 -1.72 2.72
N 3.31 -1.95 3.20
N -0.69 -2.81 1.16
N -1.79 3.06 2.74
C -2.63 -1.21 -7.06
C 3.00 1.78 0.29
C 1.73 1.07 -0.11
C -1.15 -2.80 3.45
C 2.01 0.90 -2.65
C -0.38 -3.56 2.36
C -2.97 3.72 2.20
C -2.18 -0.96 -5.76
C 2.51 -1.49 2.21
C -1.53 1.76 2.49
C -1.43 -1.73 1.41
C -2.18 1.43 -6.24
C 4.52 -2.69 2.90
C 1.34 0.76 -1.35
C -1.02 3.79 3.72
C -1.92 0.37 -5.35
C 3.04 -1.64 4.59
C -1.38 0.68 -4.03
C -2.81 -0.15 -7.97
C -2.62 1.17 -7.54
H 3.86 -1.03 5.00
H -3.28 3.21 1.28
H 4.52 -3.66 3.40
H -0.49 -2.44 4.25
H 3.67 1.10 0.83
H -3.08 -0.35 -9.01
H 2.77 2.62 0.96
H -1.91 -3.44 3.90
H -2.73 4.77 1.98
H -0.97 4.84 3.41
H 3.01 -2.57 5.18
H -1.31 1.73 -3.69
H -3.81 3.71 2.91
H 0.70 -3.58 2.55
H 4.57 -2.84 1.81
H -2.03 -1.79 -5.06
H -2.15 -0.89 3.18
H -2.80 1.99 -8.22
H 2.10 -1.10 4.68
H -0.21 -2.92 0.25
H 1.37 1.51 -3.30
H 3.53 2.19 -0.58
H -0.02 3.36 3.78
H 2.99 1.38 -2.58
H -1.49 3.77 4.71
H 1.08 0.80 0.73
H -2.84 -2.23 -7.39
H 5.41 -2.13 3.23
H 2.10 -0.08 -3.14
H -0.73 -4.59 2.28
H -2.03 2.44 -5.90
H 2.89 -1.73 1.19
H -2.25 1.28 1.80
*
```

HOMO energy (spin up / spin down): -1.6 / -5.0 eV
Total energy: -106886.9229 eV
Gap between HOMO and LUMO (spin up / spin down): 3.817 / 7.247 eV
Max |F|: 0.05344 Eh/bohr
⟨S²⟩: 4.209
Energy relative to the best compared isomer or geometry (same formula, charge and spin): 0.000 eV